#A
{
  "formula": "C4H8N2S2",
  "method": "ωB97M-V with the def2-TZVPD basis set",
  "e_lumo_ev": -0.19,
  "homo_ev": -8.13,
  "elements": ["C", "C", "C", "C", "H", "H", "H", "H", "H", "H", "H", "H", "N", "N", "S", "S"],
  "xyz": [[-0.455, -0.487, 2.109], [-1.573, -0.026, 1.060], [-1.071, 0.304, -0.120], [0.158, -0.035, -0.824], [0.585, -0.586, 1.531], [-0.417, 0.210, 3.016], [-0.798, -1.581, 2.525], [-2.630, 0.072, 1.319], [-1.557, 0.852, -0.926], [1.905, 0.737, -1.979], [-0.173, 2.686, -3.077], [2.067, -2.645, 0.266], [0.519, 0.719, -1.890], [0.874, -0.981, -0.192], [0.379, 2.486, -1.760], [2.185, -1.723, -1.059]]
}

---

#B
{
  "formula": "C4H8N2S2",
  "method": "ωB97M-V with the def2-TZVPD basis set",
  "e_lumo_ev": 0.01,
  "homo_ev": -8.20,
  "elements": ["C", "C", "C", "C", "H", "H", "H", "H", "H", "H", "H", "H", "N", "N", "S", "S"],
  "xyz": [[-1.480, -0.627, 1.182], [-1.695, -0.065, -0.233], [0.426, 1.346, -0.243], [2.686, 0.557, -0.454], [-2.549, -0.335, 1.646], [-0.712, -0.172, 1.778], [-1.152, -1.772, 0.935], [-2.266, -0.835, -0.860], [-2.458, 0.981, -0.636], [1.290, -1.404, -0.141], [-0.072, 2.067, 0.550], [3.381, 0.584, -1.310], [-0.345, 0.318, -0.822], [1.660, 1.369, -0.465], [0.397, -1.164, -1.385], [2.889, -0.846, 0.456]]
}

---

Stability check: which of them is least stable? #A.

---

#A
{
  "formula": "C3H11NO3S",
  "method": "ωB97M-V with the def2-TZVPD basis set",
  "charge": -2,
  "e_lumo_ev": 5.96,
  "homo_ev": 0.06,
  "elements": ["C", "C", "S", "N", "C", "O", "H", "H", "H", "H", "H", "H", "H", "H", "H", "O", "H", "H", "O"],
  "xyz": [[-1.152, 0.284, 1.896], [-1.380, -0.968, 2.783], [-2.111, -0.511, 4.450], [0.043, 0.181, 1.037], [-0.055, 0.471, -0.426], [0.916, -0.137, -1.131], [-2.014, 0.433, 1.229], [-0.984, 1.072, 2.626], [-0.387, -1.261, 3.119], [-1.957, -1.781, 2.355], [0.455, -0.741, 1.123], [-0.044, 1.574, -0.681], [-1.109, 0.199, -0.694], [2.411, 0.876, -3.098], [2.275, 1.849, -2.049], [2.767, 1.743, -2.881], [0.475, -0.574, -2.647], [1.117, -1.795, -3.431], [0.735, -0.915, -3.581]]
}

---

#B
{
  "formula": "C3H11NO3S",
  "method": "ωB97M-V with the def2-TZVPD basis set",
  "charge": -2,
  "e_lumo_ev": 5.63,
  "homo_ev": -0.02,
  "elements": ["C", "C", "S", "N", "C", "O", "H", "H", "H", "H", "H", "H", "H", "H", "H", "O", "H", "H", "O"],
  "xyz": [[1.161, -1.217, 0.957], [2.152, -1.850, -0.043], [2.272, -3.667, 0.237], [0.933, 0.241, 0.813], [-0.020, 0.616, -0.262], [-1.362, 0.437, 0.087], [1.597, -1.408, 1.937], [0.211, -1.725, 0.795], [1.879, -1.657, -1.083], [3.133, -1.366, 0.098], [1.851, 0.603, 0.562], [0.105, 1.698, -0.390], [0.195, -0.036, -1.124], [-3.057, 4.085, -0.640], [-4.118, 5.033, -0.207], [-3.539, 4.900, -0.951], [-1.910, 1.429, -0.170], [-2.894, 2.325, -1.380], [-2.471, 2.504, -0.534]]
}

---

Stability check: which of them is least stable? #A.

---

#A
{
  "formula": "C6H7NS",
  "method": "ωB97M-V with the def2-TZVPD basis set",
  "e_lumo_ev": 0.65,
  "smiles": "Cc1cncc(S)c1",
  "homo_ev": -9.49,
  "elements": ["C", "C", "C", "C", "C", "C", "H", "H", "H", "H", "H", "H", "H", "N", "S"],
  "xyz": [[1.564, -1.531, -2.069], [0.537, -0.822, -1.226], [-0.804, -0.767, -1.610], [-1.422, 0.441, 0.217], [-0.111, 0.452, 0.711], [0.875, -0.191, -0.025], [1.124, -1.821, -3.017], [1.905, -2.441, -1.562], [2.435, -0.884, -2.249], [-1.128, -1.223, -2.529], [-2.212, 0.937, 0.785], [0.029, 0.266, 3.096], [1.937, -0.174, 0.338], [-1.775, -0.157, -0.918], [0.282, 1.310, 2.224]]
}

---

#B
{
  "formula": "C6H7NS",
  "method": "ωB97M-V with the def2-TZVPD basis set",
  "e_lumo_ev": 0.68,
  "smiles": "C[C@@]1(C#N)C=CCS1",
  "homo_ev": -9.07,
  "elements": ["C", "C", "C", "C", "C", "C", "N", "S", "H", "H", "H", "H", "H", "H", "H"],
  "xyz": [[-2.123, 0.067, 0.622], [1.117, 0.912, 0.798], [0.354, -0.144, 0.721], [0.677, 2.167, -0.023], [-0.853, -0.092, -0.137], [-1.041, -1.277, -1.053], [-3.127, -0.054, 1.135], [-0.657, 1.552, -1.067], [2.107, 1.017, 1.279], [0.310, -1.069, 1.375], [0.279, 3.094, 0.533], [1.577, 2.624, -0.635], [-1.464, -2.096, -0.434], [-0.179, -1.569, -1.589], [-1.790, -1.017, -1.722]]
}

---

Stability check: which of them is least stable? #B.

---

#A
{
  "formula": "C6H7NS",
  "method": "ωB97M-V with the def2-TZVPD basis set",
  "e_lumo_ev": 0.48,
  "smiles": "C#C[C@@H]1CC(=S)N1C",
  "homo_ev": -8.61,
  "elements": ["C", "C", "C", "C", "C", "C", "H", "H", "H", "H", "H", "H", "H", "N", "S"],
  "xyz": [[1.543, -1.266, -0.223], [-0.782, -0.040, -0.073], [-0.931, 0.655, 1.300], [0.653, 0.477, 1.502], [-0.968, 0.655, -1.264], [-1.506, 1.109, -2.303], [2.685, -0.943, -0.067], [1.330, -1.300, -1.343], [1.376, -2.338, 0.238], [-1.418, -1.051, -0.235], [-1.605, 0.127, 2.014], [-1.367, 1.756, 1.200], [-1.596, 1.439, -3.289], [0.578, -0.235, 0.273], [2.007, 0.955, 2.270]]
}

---

#B
{
  "formula": "C6H7NS",
  "method": "ωB97M-V with the def2-TZVPD basis set",
  "e_lumo_ev": -0.42,
  "homo_ev": -8.49,
  "elements": ["C", "C", "C", "C", "C", "C", "N", "S", "H", "H", "H", "H", "H", "H", "H"],
  "xyz": [[-1.593, -1.046, -0.292], [-2.556, 1.372, -0.309], [2.010, -0.822, 0.476], [1.857, 0.595, -0.106], [0.654, -0.132, 0.346], [-0.392, -0.599, -0.535], [-2.701, -1.234, 0.148], [-3.700, 0.346, 0.172], [-2.830, 2.487, -0.068], [2.120, -1.541, -0.270], [2.521, -1.074, 1.434], [2.089, 1.468, 0.379], [2.030, 0.571, -1.206], [0.311, 0.157, 1.377], [0.179, -0.548, -1.546]]
}

---

Stability check: which of them is least stable? #B.

---

#A
{
  "formula": "H12LiO6",
  "method": "ωB97M-V with the def2-TZVPD basis set",
  "charge": 1,
  "e_lumo_ev": -3.97,
  "homo_ev": -14.83,
  "elements": ["Li", "O", "H", "H", "O", "H", "H", "O", "H", "H", "O", "H", "H", "O", "H", "H", "O", "H", "H"],
  "xyz": [[-15.343, -1.282, 12.705], [-15.728, -0.410, 11.604], [-14.990, 0.199, 11.561], [-16.263, -0.194, 10.840], [-15.230, -0.113, 13.725], [-14.466, 0.445, 13.871], [-15.963, 0.498, 13.652], [-15.669, -2.663, 11.683], [-15.568, -3.487, 12.160], [-14.912, -2.630, 11.098], [-13.891, -1.295, 12.556], [-13.528, -0.501, 12.947], [-13.184, -1.639, 12.010], [-15.855, -2.164, 14.031], [-15.402, -2.846, 14.527], [-16.753, -2.182, 14.362], [-17.930, -0.770, 12.119], [-17.057, -0.950, 11.771], [-17.780, -0.154, 12.837]]
}

---

#B
{
  "formula": "H12LiO6",
  "method": "ωB97M-V with the def2-TZVPD basis set",
  "charge": 1,
  "e_lumo_ev": -3.31,
  "homo_ev": -15.04,
  "elements": ["Li", "O", "H", "H", "O", "H", "H", "O", "H", "H", "O", "H", "H", "O", "H", "H", "O", "H", "H"],
  "xyz": [[-0.213, 0.236, 0.145], [-1.910, -1.016, 0.040], [-2.585, -0.660, 0.655], [-2.012, -1.937, -0.171], [0.394, -0.643, -2.406], [1.336, -0.793, -2.448], [-0.140, -1.371, -2.725], [-1.082, 1.857, -0.825], [-1.535, 2.228, -1.576], [-0.839, 2.592, -0.326], [1.550, 1.478, 0.265], [1.524, 2.278, 0.842], [2.493, 1.267, 0.177], [1.063, -1.593, 0.382], [1.182, -2.209, -0.355], [0.597, -2.212, 1.000], [-0.265, 0.272, 2.216], [0.393, 0.792, 2.615], [0.050, -0.567, 2.493]]
}

---

Stability check: which of them is least stable? #A.

---

#A
{
  "formula": "C4H5N3O2S",
  "method": "ωB97M-V with the def2-TZVPD basis set",
  "e_lumo_ev": -1.31,
  "homo_ev": -7.31,
  "elements": ["C", "C", "C", "C", "N", "N", "N", "O", "O", "S", "H", "H", "H", "H", "H"],
  "xyz": [[-0.775, -1.293, -1.274], [-1.020, 0.000, -1.746], [-0.127, -1.158, -0.047], [-0.569, 0.894, -0.827], [0.481, 0.461, 2.643], [-0.052, 0.158, 0.187], [1.089, 0.784, 1.633], [0.571, -1.930, 0.867], [-0.406, 2.264, -0.840], [2.342, 1.462, 1.058], [-1.173, -2.143, -1.699], [-1.432, 0.293, -2.761], [0.863, 0.659, 3.466], [0.131, -2.892, 0.922], [0.075, 2.443, -1.582]]
}

---

#B
{
  "formula": "C4H5N3O2S",
  "method": "ωB97M-V with the def2-TZVPD basis set",
  "e_lumo_ev": -0.63,
  "homo_ev": -8.56,
  "elements": ["C", "C", "C", "C", "N", "N", "N", "O", "O", "S", "H", "H", "H", "H", "H"],
  "xyz": [[-0.071, 1.697, -0.258], [0.895, 1.597, 0.884], [-1.152, 0.917, -0.091], [1.117, -1.705, -0.396], [0.850, 0.524, 1.583], [-0.123, -0.307, 1.509], [-2.053, 0.069, -0.686], [-3.258, 0.187, -0.641], [-1.414, -0.965, -1.000], [-0.299, -1.737, 0.837], [0.018, 2.389, -1.068], [1.612, 2.373, 1.016], [0.969, -2.595, -1.021], [2.029, -1.785, 0.211], [0.881, -0.658, -0.879]]
}

---

Stability check: which of them is least stable? #B.